56
Properties=species:S:1:pos:R:3:forces:R:3 method="wB97M-V/def2-TZVPD" gap_ha=0.2872 multiplicity=1
N -2.52797 2.20834 3.11198 -0.304 1.646 0.672
H -2.46301 1.19046 2.85695 -0.096 -1.394 -0.313
H -3.48452 2.55410 3.06979 -0.081 -0.324 -0.320
H -1.92671 2.85231 2.53675 0.144 -0.255 -0.105
H -2.27200 2.35206 4.08695 0.184 -0.286 0.001
N 0.83223 -0.29802 1.01401 -1.197 -0.583 -0.112
H 1.72808 -0.37707 1.51163 0.015 -0.241 0.723
H 0.76287 -0.92157 0.20965 0.260 0.100 -0.170
H 0.71239 0.67888 0.71252 -0.227 0.159 -0.323
H 0.01723 -0.54242 1.61821 0.690 0.157 -0.063
N 1.07487 2.20182 3.09053 -0.241 -0.454 -0.014
H 1.60657 1.45759 2.59932 0.544 0.081 0.567
H 1.69962 2.76812 3.65388 0.009 -0.347 0.258
H 0.37989 1.69045 3.63173 0.512 -0.095 0.559
H 0.49852 2.80476 2.47319 -0.211 0.604 -0.567
C 4.65305 -0.71373 2.61005 0.188 0.502 -0.190
C 3.32550 -0.91086 3.35059 0.414 -0.356 0.411
O 2.43219 -0.00602 3.15090 -0.248 0.450 -0.544
O 3.18807 -1.88429 4.08080 0.116 0.133 -0.146
H 5.40255 -0.19423 3.21481 -0.211 -0.198 0.396
H 4.53010 -0.03340 1.76320 -0.115 -0.324 -0.218
H 5.08888 -1.66597 2.31628 -0.090 -0.006 -0.082
C -1.38483 3.84012 -0.51076 0.646 0.165 -0.665
C -0.50996 3.22075 0.55798 -0.549 -0.389 0.099
O -0.64821 3.65007 1.75932 -0.159 0.171 -0.113
O 0.24505 2.28006 0.25657 -0.020 0.388 -0.205
H -0.72769 4.36320 -1.21371 0.033 -0.004 0.080
H -2.10651 4.57062 -0.15870 -0.078 -0.199 0.251
H -1.83348 3.04799 -1.10925 -0.202 -0.030 0.174
C -3.86727 -2.06936 1.76231 -0.559 0.555 0.568
C -2.71865 -1.56140 2.65585 -0.307 -0.285 0.049
O -2.19489 -2.31126 3.46411 0.117 -0.067 -0.020
O -2.41867 -0.31819 2.47993 0.386 0.782 -0.262
H -4.41946 -2.90177 2.19773 0.458 -0.236 0.070
H -3.54435 -2.32526 0.75747 0.144 0.081 -0.065
H -4.59530 -1.25331 1.72411 0.089 0.021 -0.418
C -2.61287 0.35367 -3.55531 0.033 -0.551 -1.020
C -1.22973 0.01483 -4.12259 -0.647 1.003 0.592
O -0.69073 -0.78252 -3.11687 0.222 -1.105 -0.107
C -1.41116 -0.66945 -1.95684 0.317 2.007 -0.087
O -1.12320 -1.11672 -0.90575 -0.047 -0.587 -0.158
O -2.38963 0.25285 -2.16975 -0.558 -0.679 0.441
F -0.47744 1.16148 -4.19704 0.124 -0.161 -0.283
H -3.31298 -0.40630 -3.92290 -0.067 -0.068 0.365
H -3.03230 1.31420 -3.83677 0.423 0.228 0.176
H -1.22832 -0.48688 -5.08622 0.188 -0.053 0.029
C 2.84107 -2.42052 -4.65334 -1.469 0.718 0.665
C 1.89273 -3.52670 -4.15505 -0.172 -0.205 -0.725
O 1.50022 -3.12503 -2.88398 0.319 -0.187 0.069
C 2.20389 -2.02422 -2.48773 -0.917 0.390 -0.655
O 2.04272 -1.48558 -1.44613 0.364 -0.058 0.313
O 2.92274 -1.54574 -3.51449 1.091 -0.429 0.541
F 2.45723 -4.76971 -4.10120 0.437 0.168 0.186
H 2.28461 -1.77835 -5.33660 0.364 -0.482 -0.705
H 3.80110 -2.75596 -5.02900 0.077 0.028 0.182
H 1.02790 -3.64693 -4.80912 -0.136 0.100 0.219

---

52
Properties=species:S:1:pos:R:3:forces:R:3 method="wB97M-V/def2-TZVPD" gap_ha="0.1797 / 0.1792" multiplicity=1
O 0.31382 -0.50462 -3.42302 -1.737 1.124 0.847
H 0.43163 -0.01393 -4.25532 0.031 -0.003 0.666
Sr 1.27994 -0.60796 -1.17221 2.162 1.257 1.116
N 0.53035 1.59623 0.50251 2.682 2.125 -0.365
N 1.97105 1.78245 -1.52912 -0.044 1.830 2.416
N -0.29993 -1.52982 0.72292 -2.037 -2.542 1.133
N -0.32947 -2.58946 -1.62924 -1.721 -1.916 0.932
O -0.36013 1.51577 1.45820 -1.586 -0.795 1.529
O -0.29800 -0.98959 1.98980 -0.101 -0.597 -0.902
O -0.58085 -3.16375 -2.88469 0.502 0.403 0.102
O 2.98590 1.30721 -2.15977 0.888 -0.505 -1.315
C 2.15352 2.80293 -0.64519 -0.277 -1.901 -2.689
C 1.25343 2.75140 0.44996 -2.098 -2.564 0.079
C -0.96328 -2.69234 0.63836 1.762 2.747 1.004
C -0.94905 -3.28317 -0.68032 1.334 1.160 -3.217
C 1.20525 3.83804 1.46787 -0.418 0.221 0.195
H 2.13421 3.86804 2.05912 -0.201 -0.028 -0.168
H 0.36042 3.68304 2.14534 0.176 0.010 -0.119
H 1.09709 4.81704 0.97898 0.039 -0.204 0.152
C 3.23005 3.80926 -0.77858 0.619 0.040 0.214
H 3.85818 3.56931 -1.64102 -0.088 -0.005 0.166
H 3.85732 3.83444 0.12469 0.055 0.103 -0.222
H 2.81028 4.81664 -0.91125 0.062 -0.177 0.053
C -1.68670 -3.35064 1.76594 -0.009 0.043 0.261
C -1.62914 -4.54272 -1.06784 -0.510 -0.559 0.524
H -1.63013 -2.72343 2.65940 -0.011 -0.154 -0.236
H -1.24713 -4.33265 1.98741 -0.088 0.187 -0.031
H -2.74212 -3.51097 1.50728 0.229 0.027 0.022
H -0.92948 -5.21902 -1.57427 -0.152 0.245 0.042
H -2.45766 -4.34412 -1.76026 0.243 -0.002 0.096
H -2.03035 -5.05383 -0.18985 0.028 0.036 -0.144
H -0.33020 0.02878 1.79555 0.013 1.049 -0.005
H -0.25660 -2.48427 -3.51177 -0.061 -0.130 0.468
C -0.66369 0.32013 -2.50601 -0.514 -0.049 -2.273
H -0.15863 1.21828 -2.11472 0.098 -0.415 -0.058
H -1.07060 -0.34854 -1.72970 0.245 0.194 -0.483
H -1.50346 0.63454 -3.13600 0.228 -0.142 0.220
O -2.66198 2.26496 -0.07100 -0.307 -0.278 0.329
H -3.52714 2.10128 0.33618 0.445 0.103 -0.167
H -2.00122 2.00374 0.61120 0.121 0.066 -0.193
C 3.84273 -2.74767 2.69050 -0.075 -0.149 -0.067
N 3.08003 -1.52802 2.89948 0.117 0.100 -0.183
C 2.74553 -1.11859 4.25748 -0.327 0.339 0.035
C 2.65230 -0.83303 1.84754 0.083 -0.125 -0.780
O 2.85437 -1.19806 0.66445 -0.219 0.231 1.205
H 4.27753 -3.02386 3.65251 0.068 -0.088 -0.257
H 4.62908 -2.57913 1.94735 -0.173 -0.063 0.164
H 3.19377 -3.56164 2.33910 0.177 0.138 0.049
H 3.02497 -0.06779 4.41868 -0.027 -0.334 0.046
H 1.66477 -1.21606 4.44057 0.326 -0.050 0.008
H 3.29557 -1.76094 4.95006 -0.164 0.275 -0.060
H 2.09956 0.09580 2.08645 0.214 -0.280 -0.139

---

54
Properties=species:S:1:pos:R:3:forces:R:3 method="wB97M-V/def2-TZVPD" gap_ha="0.3229 / 0.0977" multiplicity=2 charge=+1
Na 0.10482 1.04816 -2.79841 -0.277 0.030 -0.049
B 0.24450 0.45756 -0.53310 -0.194 -0.236 0.510
H 0.16320 0.13641 0.49379 -0.583 -1.117 3.767
H 0.99344 1.23299 -0.57819 3.172 3.262 -0.315
H 0.56446 -0.38340 -1.12863 1.238 -3.281 -2.258
H -0.68860 0.84351 -0.91335 -3.686 1.501 -1.128
Br -2.85303 -0.45170 -2.67065 -0.374 -0.030 0.596
C -3.06558 -1.15806 -0.83803 0.258 0.547 0.760
C -2.90348 -2.64250 -0.80506 -0.853 -0.364 -0.794
Br -4.55052 -3.35942 -1.79648 1.337 0.032 0.715
H -4.00362 -0.91157 -0.34061 -0.359 0.297 -0.875
H -2.33741 -0.60532 -0.24445 0.531 -0.297 -0.201
H -2.95962 -3.05113 0.20388 -0.132 0.134 -0.077
H -1.98575 -2.97234 -1.29196 -0.327 -0.192 -0.187
Br -5.30019 3.75612 0.04261 -0.811 -0.125 -0.039
C -4.13150 3.73914 -1.50008 0.750 0.416 1.041
C -2.81216 3.49925 -0.80501 1.158 -0.578 -0.280
Br -1.37500 3.83841 -2.12360 0.205 -0.161 -0.094
H -4.15148 4.73501 -1.94275 -0.201 -0.269 -0.084
H -4.37491 2.94065 -2.20098 -0.124 0.188 0.178
H -2.66922 2.48338 -0.43669 -0.155 -0.170 -0.474
H -2.50486 4.09946 0.05139 -0.652 0.531 -0.382
Br -2.29006 -2.31506 3.46254 1.153 0.579 -0.239
C -0.54636 -1.36543 3.13012 0.004 -0.485 -0.027
C 0.37597 -2.22295 2.25489 -0.977 0.350 -0.073
Br 2.07101 -1.28146 2.07074 0.222 -0.287 0.309
H -0.02878 -1.19921 4.07489 -0.430 -0.214 0.222
H -0.79830 -0.39060 2.71260 -0.061 -0.390 -0.326
H 0.01764 -2.33329 1.23141 -0.088 0.067 0.156
H 0.52282 -3.20444 2.70567 0.322 0.213 -0.051
Br -2.17177 2.18756 2.68306 1.249 0.278 0.015
C -0.28852 2.22332 3.32279 0.389 0.711 0.621
C 0.87014 2.40574 2.31784 -1.786 -0.776 -0.874
Br 1.42612 4.33484 2.11386 0.401 -1.379 -0.052
H -0.19833 1.29654 3.88940 0.284 0.033 -0.325
H -0.17238 3.02399 4.05323 -0.627 -0.070 0.148
H 0.48814 2.12701 1.33576 0.311 0.266 -0.244
H 1.70818 1.73432 2.50490 0.292 0.653 0.409
Br 1.18630 -1.48217 -3.89503 0.147 -0.225 -0.427
C 1.47580 -3.39590 -3.50105 -0.109 0.045 0.521
C 1.81448 -3.48228 -2.02265 0.511 0.460 0.135
Br 2.37473 -5.26263 -1.46877 -0.362 0.083 -0.194
H 2.27848 -3.70443 -4.17083 -0.166 -0.009 0.194
H 0.52858 -3.88308 -3.73240 0.232 0.014 -0.090
H 0.99729 -3.11717 -1.40056 -0.096 -0.374 -0.072
H 2.67661 -2.86908 -1.76034 -0.054 0.050 -0.286
Br 4.51271 2.91612 0.47094 -0.549 -0.480 0.506
C 4.66622 0.93529 0.73450 0.313 -0.587 -1.328
C 4.29765 0.21113 -0.59665 -0.159 0.546 0.497
Br 5.37977 -1.43437 -0.86253 -0.776 0.968 0.331
H 4.02382 0.62732 1.55947 0.094 0.342 -0.009
H 5.71994 0.77674 0.96389 -0.082 0.275 0.231
H 4.45121 0.86255 -1.45698 0.382 -0.228 0.080
H 3.22739 0.00659 -0.56828 0.097 -0.549 -0.090

---

54
Properties=species:S:1:pos:R:3:forces:R:3 method="wB97M-V/def2-TZVPD" gap_ha=0.2418 multiplicity=1 charge=-1
O 1.28348 2.77106 -3.43615 0.928 -1.257 -2.783
B 1.66575 1.38602 -3.84196 -1.284 0.452 -0.068
O 0.76208 0.56238 -4.70986 2.160 2.140 -0.790
In 3.65427 0.38281 -3.25145 0.347 -0.153 -0.678
Br 3.94758 0.06595 -0.65578 0.001 0.237 -0.169
H 1.66313 3.34139 -4.19429 -0.915 -1.148 1.788
H 1.32363 0.43707 -5.55225 -1.170 -0.195 2.025
H 3.65785 -1.27879 -3.97425 0.115 0.452 0.272
H 4.95141 1.45769 -3.96880 -0.228 -0.381 0.406
C 1.48883 -2.61304 2.93490 -0.243 0.043 0.115
C 1.84539 -4.06377 3.25559 -0.105 -0.105 0.303
C 2.46766 -4.67151 1.99960 -0.245 -0.710 0.347
S 3.22194 -3.31789 1.11053 0.483 0.757 -0.649
O 2.51749 -3.13993 -0.14175 0.379 -0.454 0.526
O 4.66383 -3.44792 1.17759 -0.543 -0.191 -0.238
C 2.70880 -2.03365 2.23438 -0.276 0.411 0.376
H 1.23715 -2.04775 3.83698 0.101 -0.056 -0.181
H 0.62184 -2.58504 2.26409 0.108 0.018 0.014
H 2.57268 -4.08772 4.07622 -0.092 0.035 -0.108
H 0.96863 -4.63432 3.57753 0.128 0.027 -0.022
H 3.23096 -5.41344 2.24746 -0.057 0.141 -0.239
H 1.70804 -5.11995 1.35342 0.177 0.136 -0.018
H 2.49230 -1.11788 1.68169 0.238 -0.179 -0.134
H 3.52525 -1.86269 2.94236 -0.075 -0.022 -0.148
C -1.36114 1.84300 5.76587 -0.201 0.150 0.139
C -0.42935 2.76819 4.98461 -0.191 0.189 -0.282
C 0.99830 2.47435 5.44238 0.145 0.669 -0.216
S 1.01189 0.76835 5.97252 0.285 -0.311 -0.219
O 1.26620 0.73077 7.39731 0.095 -0.150 -0.407
O 1.77791 -0.01877 5.02695 -0.103 0.184 0.696
C -0.72267 0.46357 5.70042 -0.567 -0.138 -0.037
H -2.37224 1.83807 5.34841 0.139 -0.014 0.078
H -1.42604 2.17785 6.80804 -0.017 -0.092 -0.107
H -0.52319 2.55925 3.91201 0.021 0.029 0.166
H -0.68392 3.82168 5.13711 0.068 -0.164 -0.049
H 1.71684 2.60792 4.62975 0.008 -0.156 0.244
H 1.28103 3.09672 6.29584 0.015 -0.227 -0.061
H -1.10479 -0.22307 6.45771 0.227 0.001 -0.071
H -0.83313 0.02538 4.70401 0.100 0.028 0.129
C -3.58627 -0.14183 -6.03790 0.097 -0.101 -0.177
C -2.52824 0.80222 -5.46873 0.294 -0.249 0.094
C -3.05384 2.22813 -5.62555 0.617 0.170 0.006
S -4.83618 2.10988 -5.59481 0.043 0.102 0.343
O -5.34608 2.49897 -6.89278 -0.139 0.094 0.357
O -5.33130 2.68858 -4.36175 -0.159 0.053 -0.583
C -4.91374 0.33415 -5.46692 -0.124 -0.598 -0.028
H -3.38540 -1.18399 -5.77299 -0.032 0.150 -0.048
H -3.59913 -0.06628 -7.13178 -0.064 -0.044 0.115
H -2.37542 0.58023 -4.40558 0.062 0.042 -0.216
H -1.56382 0.67941 -5.97143 -0.154 0.065 0.278
H -2.71843 2.87257 -4.80903 -0.185 -0.009 -0.191
H -2.75934 2.65987 -6.58604 -0.192 -0.014 0.129
H -5.77779 -0.04278 -6.01676 -0.012 0.220 0.100
H -5.00070 0.07852 -4.40666 -0.014 0.121 -0.129

---

Number 1: E -1740.39468 a.u.. Number 2: E -1304.44787 a.u.. Number 3: E -31548.93323 a.u.. Number 4: E -5059.57287 a.u..